Record 1
# C11H15N

A cluster of 2 separate species, C11H15N in total at a distorted geometry (ωB97M-V with the def2-TZVPD basis set, OMol25).

Net charge: 0
SMILES string: Cc1c[nH]c2ccccc12.CC
Relative energy (zero: lowest compared OMol25 entry of this formula, charge and spin) in kJ/mol: 40.1
Frontier orbital gap in eV: 8.84

Last column: Mulliken charge in e.
Atoms and positions in Å:
C (1.88287, -0.95277, 1.85373)  -0.626
H (0.58419, 1.97553, -1.75554)  0.250
H (3.39682, -1.45521, 0.40327)  0.377
H (-2.01611, 1.04535, 2.75988)  0.322
H (-0.10245, -0.89505, -3.18118)  0.262
H (-1.89307, -1.13085, -1.20732)  0.227
C (0.38270, 0.80664, 1.21133)  0.854
H (2.66886, 0.15250, -1.25573)  0.360
N (0.24248, 1.62206, -0.87984)  0.047
C (0.98224, 0.81679, -0.05545)  -0.046
C (-1.58676, -1.88747, -1.92674)  -0.870
H (0.42873, -0.12280, 3.17581)  0.364
H (-2.33287, -1.83862, -2.72989)  0.299
C (2.07170, 0.00979, -0.36291)  -0.931
C (2.47012, -0.91899, 0.57543)  -0.345
C (-0.15915, -1.69016, -2.44733)  -0.510
C (-0.78930, 2.17382, -0.13739)  -0.834
C (0.85606, -0.09281, 2.17884)  -0.466
H (-1.37886, 2.61695, 2.92130)  0.293
H (-1.65668, -2.88922, -1.50341)  0.272
C (-0.79379, 1.63559, 1.10291)  0.572
H (2.09029, -1.73875, 2.57391)  0.355
H (0.15474, -2.62062, -2.93909)  0.368
H (-1.51049, 2.80673, -0.62676)  0.389
H (-2.73046, 2.24517, 1.69380)  0.360
H (0.54183, -1.62287, -1.61844)  -0.024
C (-1.80364, 1.94927, 2.17682)  -1.321

Atomic forces in eV per Å
-0.8 -0.4 0.0
-0.1 0.0 0.0
-0.3 -0.3 -0.1
-0.1 -0.1 -0.2
0.3 0.3 0.2
0.2 0.0 0.2
-0.6 -0.4 -0.2
-0.3 -0.2 -0.2
0.3 0.5 0.1
0.1 -0.2 -0.2
-0.1 0.0 -0.5
-0.1 0.0 -0.1
0.2 -0.1 0.0
0.6 -0.1 0.2
0.7 0.7 0.4
-0.4 -1.2 0.1
0.0 -0.5 -0.7
0.0 0.1 0.0
-0.3 0.6 -0.2
-0.2 0.1 0.3
0.0 0.7 0.9
0.5 0.2 -0.1
-0.1 0.2 -0.3
0.0 0.1 0.1
-0.1 0.5 0.4
0.0 0.6 -0.1
0.6 -1.2 -0.1


Record 2
# C11H15N

A cluster of 2 separate species, C11H15N in total at a distorted geometry (ωB97M-V with the def2-TZVPD basis set, OMol25).

Net charge: 0
SMILES string: Cc1c[nH]c2ccccc12.CC
Relative energy (zero: lowest compared OMol25 entry of this formula, charge and spin) in kJ/mol: 49.8
Frontier orbital gap in eV: 8.82

Last column: Mulliken charge in e.
Atoms and positions in Å:
C (-0.38533, 0.73457, 2.80637)  -0.824
H (-2.02277, 1.60878, -5.25386)  0.296
H (3.50143, -1.06067, 1.38130)  0.320
C (0.58884, 0.07613, 2.06325)  -0.323
H (1.40398, -2.52130, -1.15396)  0.258
C (0.41050, -0.19210, 0.69224)  0.886
H (-0.74741, 0.22410, -1.02276)  0.097
C (-2.38720, 0.70013, -4.77239)  -1.057
H (-0.34889, 0.09610, -4.41443)  0.305
C (-1.54908, 1.11438, 2.18928)  -0.429
H (-0.16602, 1.05273, 3.81665)  0.335
H (-1.48754, -0.89366, -3.54695)  0.327
H (2.21240, -0.43947, 3.32892)  0.198
C (-1.70099, 0.94051, 0.79392)  -0.569
H (-1.20149, 0.77567, -2.99984)  0.199
C (1.84220, -1.53064, -1.08191)  -1.210
H (-2.68290, 0.00735, -5.55752)  0.308
C (-0.73758, 0.29390, 0.05841)  0.071
H (-2.38055, 1.59622, 2.68018)  0.374
N (1.83856, -0.35473, 2.40119)  -0.046
H (-2.62702, 1.23968, 0.32477)  0.380
C (1.59375, -0.83818, 0.21627)  0.425
C (-1.29346, 0.12937, -3.87206)  -0.651
H (2.91317, -1.51972, -1.28237)  0.363
H (-3.26314, 0.98197, -4.18860)  0.303
H (1.43970, -0.97167, -1.93501)  0.257
C (2.42308, -0.97488, 1.29585)  -0.591

Atomic forces in eV per Å
0.2 0.4 0.6
-0.1 0.0 0.0
-0.2 -0.9 -0.4
-0.1 0.0 -0.3
0.2 -0.2 0.2
-0.2 0.3 0.2
-0.5 -0.1 0.0
0.1 0.1 0.1
0.1 0.1 0.1
-0.2 0.0 -1.1
-0.2 -0.3 0.2
-0.2 0.1 0.1
-0.1 0.2 0.0
-0.2 -0.6 0.3
0.3 -0.1 0.0
0.1 1.2 -0.9
-0.1 0.0 0.0
0.5 0.0 -0.4
0.2 0.1 0.5
0.2 -0.4 -0.1
0.0 0.2 -0.1
0.3 -1.2 0.3
-0.1 0.0 -0.3
0.1 -0.5 0.1
-0.1 -0.1 -0.1
-0.2 0.1 0.2
0.1 1.7 0.6


Record 3
# C11H15N

A cluster of 2 separate species, C11H15N in total at a distorted geometry (ωB97M-V with the def2-TZVPD basis set, OMol25).

⟨S²⟩: 0.78
Net charge: +1
Relative energy (zero: lowest compared OMol25 entry of this formula, charge and spin) in kJ/mol: 90.6
Spin multiplicity: 2
Frontier orbital gap (spin up / spin down) in eV: 9.25 / 6.38

Last column: Löwdin spin population.
Atoms and positions in Å:
C (3.57361, 0.47711, -0.61809)  0.001
C (-0.49246, -1.05824, -1.28890)  0.027
H (-2.38288, 1.13509, 3.13979)  0.000
H (3.27969, -0.09704, 0.23890)  0.000
C (-1.48528, 0.03452, 0.71672)  0.021
H (2.90812, -0.80536, -2.14803)  0.000
N (-2.78001, 0.06301, -1.16582)  0.120
C (-2.65518, 0.80675, 1.01965)  0.201
H (-0.49120, -1.28470, -2.33092)  -0.001
H (4.45601, 1.06335, -0.26596)  0.000
H (-3.34707, -0.51937, -1.81064)  0.002
C (0.67124, -0.86781, 0.90175)  -0.017
C (3.85764, -0.42204, -1.80277)  0.001
H (-0.38489, -0.25063, 2.59741)  0.004
H (4.23708, 0.05201, -2.71099)  0.000
C (-0.38599, -0.24129, 1.51922)  0.096
C (-1.49780, -0.38565, -0.64749)  0.069
H (1.60245, -1.65103, -0.87123)  0.007
C (-3.07824, 1.35487, 2.32554)  0.033
H (4.49169, -1.26991, -1.54805)  0.000
H (1.40785, -1.34911, 1.55672)  -0.002
H (-4.41024, 1.08403, -0.32430)  0.008
H (-3.08483, 2.45966, 2.30205)  0.013
C (0.67023, -1.26406, -0.50220)  0.171
H (2.86235, 1.31414, -0.66394)  0.000
H (-4.09540, 0.99956, 2.51943)  0.009
C (-3.44649, 0.62215, -0.13785)  0.237

Atomic forces in eV per Å
1.4 1.7 0.9
1.1 0.6 1.0
-0.2 -0.4 -0.2
-0.2 -0.5 0.5
-0.7 1.4 -0.1
-0.3 -0.5 -0.2
-0.3 -1.4 0.8
1.0 -2.2 -0.5
-0.2 -0.3 -0.5
-0.1 -0.8 -0.3
0.8 0.8 0.1
0.2 -1.7 -0.9
-0.6 0.3 -0.6
-0.2 0.7 0.1
0.3 0.3 0.4
1.0 -1.4 -0.3
-1.4 0.4 0.2
-0.1 -0.4 -0.3
0.1 0.9 -0.1
0.1 0.1 0.1
0.2 0.7 -0.5
-0.2 -0.5 0.1
-0.3 -0.3 -0.2
-0.9 1.2 2.1
-0.3 -0.6 -0.9
0.2 0.2 0.3
-0.2 1.6 -1.0


Record 4
# C11H15N4

A structure of composition C11H15N4 at a distorted geometry (ωB97M-V with the def2-TZVPD basis set, OMol25).

Net charge: +1
Relative energy (zero: lowest compared OMol25 entry of this formula, charge and spin) in kJ/mol: 194.0
Frontier orbital gap in eV: 8.50

Last column: Mulliken charge in e.
Atoms and positions in Å:
H (3.61789, 0.36185, 2.92640)  0.475
H (2.11776, -1.39711, 1.99065)  0.425
N (2.00767, 1.40307, 0.30644)  -0.048
C (-2.15096, 0.33154, -0.10244)  0.011
H (-2.67070, -1.13094, 1.21614)  0.503
H (-1.31568, -1.88357, -1.35973)  0.542
C (-0.92419, 0.82823, -0.48078)  0.749
C (0.60927, -0.47161, -0.49055)  1.057
N (-0.95025, 2.14091, -0.62443)  -0.628
C (2.82845, 1.63926, 1.41155)  -0.464
H (1.93368, 2.01909, -0.45437)  0.221
C (2.08992, -0.44882, 1.54405)  -0.861
H (0.17818, -1.77779, 1.00490)  0.385
H (-3.41012, -1.30056, -0.15258)  0.584
H (3.26801, 2.67290, 1.54702)  0.355
C (-2.25408, 2.44219, -0.48747)  -0.555
N (0.01813, -1.79746, 0.03816)  0.110
H (-1.45133, -3.05688, -0.29678)  0.478
H (-3.97273, 1.43060, -0.10120)  0.133
C (2.98976, 0.48526, 2.08646)  -0.856
C (-2.48837, -1.10753, 0.22364)  -1.157
C (1.15051, -0.43153, -1.86834)  -1.427
H (1.49340, 0.50187, -2.19724)  0.406
H (1.83132, -1.25097, -2.00198)  0.489
H (-2.61953, 3.38063, -0.63264)  0.523
N (-2.99260, 1.39139, -0.19581)  -0.040
C (-1.41374, -1.96279, -0.35288)  -1.009
H (0.65115, -2.45160, -0.35810)  0.412
C (1.56395, 0.14444, 0.42941)  -0.138
H (0.26523, -0.70406, -2.56749)  0.326

Atomic forces in eV per Å
0.4 -0.1 0.7
-0.7 -1.5 -0.1
1.0 -0.1 2.3
0.9 -1.4 -0.9
0.1 -0.8 3.6
-0.4 0.9 -3.2
1.5 -4.2 1.3
-3.0 4.9 0.7
-0.7 1.0 -0.7
1.0 2.4 -1.4
-0.6 0.8 -0.8
1.3 0.9 -0.1
0.2 0.0 2.1
-2.6 -1.2 -1.8
-0.5 -1.6 -0.2
3.1 -0.5 -0.3
0.5 4.0 -1.5
-1.2 0.1 0.8
-1.1 -0.2 0.3
-0.5 0.8 0.6
2.7 2.7 -1.4
-3.7 -3.3 -1.8
0.7 1.2 -0.1
1.0 -0.1 -0.2
-1.0 2.4 -0.2
0.1 -0.6 0.4
0.9 -3.1 1.2
0.2 -1.5 -0.5
-1.1 -2.3 0.5
1.4 0.5 0.7


Which formula does entry 3 have?
C11H15N